No. 1
151
Properties=species:S:1:pos:R:3 method="wB97M-V/def2-TZVPD" charge=+1 fmax_ev_per_a=10.27 homo_lumo_gap_ev=7.1384
C -1.071 3.531 3.329
C -1.116 4.564 2.049
C 0.279 4.315 1.196
C 0.109 4.846 -0.354
C -0.876 3.844 -1.263
C -0.143 3.178 -2.535
C 0.251 1.557 -2.406
N 0.592 1.496 -0.898
O -1.023 0.907 -2.648
C -1.041 -0.544 -2.582
I -3.188 -0.876 -3.214
C -1.048 -1.246 -1.137
C -2.348 -1.105 -0.162
C -2.901 0.402 0.144
S -2.858 0.832 2.006
C 0.017 -1.106 -3.725
C -0.047 -2.684 -4.056
C 0.444 -3.876 -3.146
O 1.667 -4.469 -3.042
F -0.584 -4.677 -2.370
P -0.965 -0.542 -5.353
N -0.022 -0.487 -6.688
N 1.406 -0.464 -3.724
C 2.582 -1.274 -3.299
C 2.547 -1.773 -1.603
C 3.524 -0.817 -0.530
O 3.911 -2.333 -1.051
C 1.462 1.051 -3.381
O 2.643 1.362 -2.602
C 3.536 2.389 -2.921
O 4.732 2.053 -3.492
C 3.472 4.029 -2.595
C 3.861 4.487 -1.069
C 3.750 6.115 -0.729
C 3.272 7.227 -1.884
C 2.931 6.761 -3.439
C 3.038 5.153 -3.756
B 1.620 1.863 -4.837
N 2.793 1.604 -5.827
O 0.636 2.757 -5.471
H -0.669 2.495 2.894
H -2.169 3.367 3.730
H -0.301 3.832 4.170
H -2.047 4.422 1.342
H -1.176 5.657 2.500
H 1.113 4.968 1.705
H 0.593 3.185 1.256
H 1.112 4.922 -0.955
H -0.348 5.950 -0.350
H -1.418 3.151 -0.505
H -1.717 4.580 -1.686
H -0.921 3.213 -3.441
H 0.742 3.864 -2.839
H 1.188 0.682 -0.662
H -0.295 1.304 -0.341
H -0.958 -2.426 -1.295
H -0.120 -0.999 -0.426
H -3.222 -1.891 -0.381
H -1.957 -1.482 0.909
H -2.465 1.253 -0.522
H -4.069 0.373 -0.106
H -3.515 2.104 2.029
H 0.470 -2.809 -5.129
H -1.196 -2.933 -4.290
H -1.533 0.769 -5.199
H -1.940 -1.560 -5.778
H -0.336 -1.164 -7.412
H 1.615 -0.456 -4.784
H 2.665 -2.283 -3.935
H 3.639 -0.802 -3.461
H 1.481 -2.257 -1.145
H 4.444 -0.304 -1.046
H 3.622 -1.180 0.592
H 4.171 3.778 -0.190
H 3.985 6.549 0.347
H 3.165 8.374 -1.622
H 2.602 7.499 -4.294
H 2.793 4.796 -4.868
H 2.403 1.561 -6.812
H 3.466 2.413 -5.785
H 1.126 3.461 -6.005
C -1.344 6.284 6.675
N -1.772 6.241 5.251
O -2.873 5.735 5.005
O -0.991 6.718 4.419
H -2.124 5.832 7.292
H -0.413 5.719 6.756
H -1.197 7.332 6.944
C -1.086 1.219 -10.131
N -1.959 0.447 -9.207
O -1.597 -0.698 -8.909
O -2.983 1.011 -8.805
H -0.226 0.603 -10.402
H -1.678 1.465 -11.015
H -0.764 2.120 -9.605
C -0.048 -7.205 -0.755
N -0.968 -7.622 0.337
O -2.075 -7.073 0.385
O -0.554 -8.490 1.114
H -0.540 -6.440 -1.359
H 0.856 -6.806 -0.290
H 0.172 -8.089 -1.357
C 3.975 -5.534 0.527
N 3.055 -5.952 1.618
O 1.948 -5.402 1.667
O 3.469 -6.819 2.396
H 3.483 -4.769 -0.078
H 4.879 -5.135 0.992
H 4.195 -6.418 -0.075
C 2.701 -10.000 2.879
N 3.730 -10.691 2.056
O 4.282 -11.679 2.554
O 3.954 -10.223 0.934
H 2.608 -10.517 3.837
H 3.034 -8.971 3.028
H 1.759 -10.036 2.328
C -5.735 4.447 7.057
N -4.704 4.994 7.980
O -4.848 6.161 8.361
O -3.780 4.235 8.296
H -6.483 5.219 6.866
H -5.231 4.161 6.132
H -6.189 3.582 7.545
C -10.196 6.680 7.776
N -9.167 5.989 6.953
O -8.615 5.000 7.451
O -8.943 6.457 5.831
H -10.289 6.163 8.733
H -9.862 7.709 7.924
H -11.138 6.643 7.225
C -5.008 -6.803 -0.673
N -6.334 -6.127 -0.681
O -6.483 -5.164 0.081
O -7.187 -6.582 -1.451
H -4.359 -6.300 0.047
H -5.171 -7.843 -0.385
H -4.595 -6.729 -1.681
C 6.839 -1.715 2.493
N 5.835 -0.787 3.081
O 6.239 0.319 3.457
O 4.670 -1.196 3.149
H 7.816 -1.226 2.496
H 6.856 -2.616 3.109
H 6.523 -1.938 1.472
C 3.344 -4.655 4.873
N 4.432 -4.760 5.882
O 4.171 -4.399 7.036
O 5.517 -5.203 5.488
H 2.451 -4.252 5.356
H 3.690 -3.985 4.084
H 3.154 -5.659 4.487

No. 2
18
Properties=species:S:1:pos:R:3 method="wB97M-V/def2-TZVPD" smiles="CNC(=O)C(C)C" fmax_ev_per_a=4.09 e_above_lowest_kj_mol=191.5 homo_lumo_gap_ev=10.4428
C 2.856 0.534 -0.220
N 1.422 0.208 -0.426
C 0.536 -0.165 0.506
O 0.611 -0.400 1.688
C -0.936 -0.190 -0.314
C -1.609 -1.498 0.034
C -1.623 1.060 0.217
H 3.099 1.542 -0.576
H 3.531 -0.171 -0.719
H 3.094 0.505 0.856
H 0.600 0.077 -1.093
H -0.993 -0.103 -1.443
H -1.488 -1.648 1.108
H -1.142 -2.343 -0.488
H -2.674 -1.487 -0.216
H -2.672 1.124 -0.085
H -1.563 1.029 1.306
H -1.107 1.965 -0.131